55
Properties=species:S:1:pos:R:3:mulliken_spin:R:1 method="wB97M-V/def2-TZVPD" e_lumo_ev="2.08 / 1.53" de_lowest_kcal_mol=0.0 multiplicity=3 charge=-1 largest_force_ha_per_bohr=0.06732
O -0.75 2.24 -4.83 0.00
C 0.48 2.97 -5.07 0.00
C -0.32 4.26 -5.38 0.00
H 0.95 2.58 -5.98 0.00
H 1.15 3.10 -4.18 0.00
C -1.61 3.41 -4.88 0.00
H -0.21 4.43 -6.45 0.00
H 0.01 5.11 -4.78 0.00
C -2.70 3.13 -5.93 0.00
H -2.44 2.71 -6.92 0.00
H -3.25 4.04 -6.16 0.00
H -3.47 2.47 -5.53 0.00
C -2.18 3.65 -3.45 0.00
H -1.41 4.14 -2.83 0.00
H -2.52 2.71 -3.00 0.00
H -3.03 4.34 -3.40 0.00
Pd 0.90 -1.66 -1.91 0.76
C 1.27 0.12 0.85 0.03
C 2.05 -1.02 0.51 0.15
C 2.60 -0.79 -0.83 0.15
H 2.27 -1.88 1.14 -0.01
C 1.97 0.47 -1.33 -0.04
C 1.27 1.04 -0.23 0.05
H 0.86 2.06 -0.16 0.00
H 0.79 0.32 1.80 0.01
H 3.56 -1.22 -1.17 0.02
H 2.13 0.95 -2.30 0.00
C -0.99 -1.58 0.43 0.25
C -1.94 -0.62 0.03 0.04
C -1.97 -0.56 -1.38 0.24
H -2.60 -0.04 0.69 0.01
C -1.11 -1.60 -1.91 0.20
C -0.60 -2.37 -0.73 0.07
H -0.35 -3.44 -0.76 0.01
H -0.64 -1.73 1.45 0.01
H -2.58 0.12 -1.98 0.03
H -0.97 -1.81 -2.98 0.02
O 0.59 -2.31 -4.25 0.00
C -0.06 -1.97 -5.53 0.00
C 0.56 -2.81 -6.65 0.00
H 0.15 -0.89 -5.71 0.00
H -1.15 -2.19 -5.48 0.00
C 1.66 -3.65 -5.98 0.00
H 0.95 -2.10 -7.39 0.00
H -0.20 -3.43 -7.14 0.00
C 1.50 -3.41 -4.48 0.00
H 2.66 -3.36 -6.31 0.00
H 1.53 -4.71 -6.21 0.00
H 2.45 -3.14 -3.99 0.01
H 1.10 -4.32 -4.00 0.00
F 0.75 -1.64 3.93 0.00
B 0.83 -0.32 4.48 0.00
F -0.37 0.37 4.13 0.00
F 0.98 -0.35 5.90 0.00
F 1.94 0.34 3.90 0.00

---

12
Properties=species:S:1:pos:R:3:mulliken_charge:R:1 method="wB97M-V/def2-TZVPD" e_lumo_ev="-6.64 / -6.64" de_lowest_kcal_mol=98.9 charge=+1 largest_force_ha_per_bohr=0.06763
C -1.06 -0.79 -0.04 -0.74
C -1.56 0.46 -0.09 0.28
C 1.08 0.28 0.51 0.04
N 0.51 -0.87 -0.09 -0.09
O -0.97 1.55 0.01 -0.57
O 1.97 0.72 -0.28 -0.32
H -1.61 -1.62 -0.57 0.34
H -2.63 0.61 -0.15 0.41
H 0.53 0.75 1.35 0.50
H 0.82 -1.71 0.43 0.38
H 0.81 -1.03 -1.01 0.36
H 2.12 1.65 -0.06 0.42

---

13
Properties=species:S:1:pos:R:3:mulliken_charge:R:1 method="wB97M-V/def2-TZVPD" e_lumo_ev=-6.73 de_lowest_kcal_mol=174.2 charge=+1 largest_force_ha_per_bohr=0.10217
C 0.03 0.99 -0.75 -0.34
C 0.54 -0.44 -0.15 0.34
C 0.88 -0.32 1.32 -1.26
N -1.87 -0.24 -0.70 0.82
O -2.95 -0.59 -0.79 -0.28
O -1.35 0.89 -0.85 -0.08
O -0.47 -1.27 -0.51 -0.35
H 0.35 1.76 -0.04 0.32
H 0.31 1.05 -1.82 0.34
H 1.33 -0.72 -0.71 0.42
H 1.35 -1.37 1.52 0.32
H 0.14 -0.09 2.12 0.31
H 1.70 0.35 1.35 0.43

---

64
Properties=species:S:1:pos:R:3:mulliken_charge:R:1 method="wB97M-V/def2-TZVPD" e_lumo_ev=-3.46 charge=+1 largest_force_ha_per_bohr=0.04112
Ti 0.89 -0.74 1.06 0.00
Se 0.22 1.87 1.04 -0.39
P 1.74 1.12 -0.33 0.78
Se 2.41 -2.26 0.26 -0.34
C 3.33 1.89 -0.07 0.39
C 4.44 1.07 0.13 0.03
C 5.70 1.63 0.32 -0.80
C 5.84 3.01 0.31 -0.43
C 4.74 3.84 0.11 -0.66
C 3.48 3.28 -0.08 -0.52
C 1.27 1.36 -2.06 0.67
C 2.19 1.00 -3.04 -0.59
C 1.85 1.11 -4.38 -0.62
C 0.59 1.58 -4.74 -0.52
C -0.33 1.93 -3.76 -0.70
C 0.01 1.82 -2.42 -0.27
H 4.32 -0.01 0.10 0.29
H 6.56 0.99 0.47 0.43
H 6.82 3.45 0.47 0.40
H 4.86 4.91 0.10 0.41
H 2.62 3.92 -0.24 0.40
H 3.17 0.64 -2.77 0.43
H 2.56 0.84 -5.15 0.42
H 0.33 1.67 -5.79 0.42
H -1.31 2.30 -4.04 0.45
H -0.70 2.10 -1.65 0.43
N 2.25 -0.07 2.74 -0.43
C 2.20 -0.44 4.18 -0.89
C 0.77 -0.47 4.72 -0.42
C 0.16 -1.87 4.78 -0.86
C 0.28 -2.70 3.52 -0.75
N -0.36 -2.01 2.35 -0.40
H 3.17 -0.27 2.37 0.24
H 2.14 0.94 2.68 0.30
H 2.80 0.28 4.74 0.38
H 2.68 -1.41 4.29 0.52
H 0.15 0.19 4.11 0.25
H 0.75 -0.05 5.72 0.37
H -0.89 -1.80 5.07 0.39
H 0.65 -2.44 5.58 0.35
H -0.20 -3.66 3.67 0.44
H 1.31 -2.89 3.24 0.30
H -1.26 -1.64 2.65 0.24
H -0.58 -2.73 1.65 0.34
N -9.38 -0.72 -2.24 -0.44
C -8.24 -0.79 -2.09 -0.03
C -6.81 -0.88 -1.89 0.41
C -6.28 -0.95 -0.61 -0.94
C -4.92 -1.04 -0.42 -0.38
C -4.08 -1.06 -1.52 1.32
C -4.59 -0.98 -2.81 -0.46
C -5.96 -0.90 -2.99 -0.97
N -2.66 -1.14 -1.34 0.32
C -1.73 -1.61 -2.26 -0.41
C -0.52 -1.52 -1.66 -1.14
N -0.69 -0.99 -0.38 1.07
C -1.99 -0.80 -0.23 -0.93
H -6.95 -0.94 0.25 0.45
H -4.52 -1.13 0.58 0.41
H -3.93 -0.97 -3.67 0.33
H -6.37 -0.84 -3.99 0.45
H -2.00 -1.97 -3.23 0.47
H 0.45 -1.78 -2.02 0.48
H -2.45 -0.31 0.61 0.53